(1)
An isolated molecule of C4H7NO at a distorted geometry, computed with wB97M-V/def2-TZVPD.

The total energy comes out at -286.5936 Ha. Its strongest force on any atom is 1.11 eV/Å. As for the molar mass: 85.11 g mol⁻¹. As for the SMILES: N#CCCCO. The energy relative to the best compared isomer or geometry (same formula, charge and spin) comes out at 23.9 kcal per mole. The HOMO energy is -10.793 eV. The LUMO energy is 0.8 eV.

```
! RIJCOSX wB97M-V def2-TZVPD def2/J DEFGRID3
* xyz 0 1
N 2.61 0.18 1.02
C 1.81 0.40 0.21
C 0.78 0.66 -0.80
C -0.31 -0.43 -0.81
C -0.98 -0.59 0.55
O -1.37 0.67 1.07
H 0.32 1.62 -0.56
H 1.26 0.74 -1.77
H -1.03 -0.18 -1.59
H 0.14 -1.40 -1.09
H -1.85 -1.25 0.45
H -0.26 -1.09 1.22
H -1.07 0.75 1.99
*
```



(2)
A cluster of 2 separate species, C4H7NO in total, computed with wB97M-V/def2-TZVPD.

The total energy comes out at -286.4031 Ha. Its strongest force on any atom is 0.53 eV/Å. As for the molar mass: 85.11 g mol⁻¹. The energy relative to the best compared isomer or geometry (same formula, charge and spin) comes out at 143.4 kcal per mole. The HOMO energy is -8.975 eV. The LUMO energy is -0.5 eV.

```
! RIJCOSX wB97M-V def2-TZVPD def2/J DEFGRID3
* xyz 0 1
O 1.97 -0.72 1.39
C 0.89 0.61 -0.68
C 0.17 -0.71 -0.97
C -1.14 -0.15 -0.44
N -0.83 0.26 0.92
C -0.43 1.16 -0.23
H 1.06 -0.53 1.65
H 2.16 -0.08 0.67
H 0.58 -1.64 -0.57
H 0.18 -0.74 -2.07
H -2.17 -0.34 -0.74
H -1.66 0.70 1.33
H -0.78 2.18 -0.24
*
```



(3)
A structure of composition C4H7NO at a distorted geometry, computed with wB97M-V/def2-TZVPD.

The total energy comes out at -286.4520 Ha. Its strongest force on any atom is 3.31 eV/Å. As for the molar mass: 85.11 g mol⁻¹. The energy relative to the best compared isomer or geometry (same formula, charge and spin) comes out at 112.7 kcal per mole. The HOMO energy is -8.276 eV. The LUMO energy is 1.0 eV.

```
! RIJCOSX wB97M-V def2-TZVPD def2/J DEFGRID3
* xyz 0 1
C -1.10 -1.33 0.07
C 0.05 -0.69 -0.17
C 1.56 -1.04 -0.22
C -0.49 1.81 0.23
N -0.66 0.53 -0.43
O -1.94 -0.11 -0.17
H -1.63 -2.15 0.52
H 1.89 -1.91 0.34
H 1.83 -1.33 -1.24
H 1.98 -0.12 -0.01
H 0.00 2.54 -0.38
H -1.59 2.12 0.32
H 0.12 1.69 1.12
*
```



(4)
A structure of composition C4H7NO at a distorted geometry, computed with wB97M-V/def2-TZVPD.

The total energy comes out at -286.4309 Ha. Its strongest force on any atom is 9.66 eV/Å. As for the molar mass: 85.11 g mol⁻¹. The energy relative to the best compared isomer or geometry (same formula, charge and spin) comes out at 126.0 kcal per mole. The HOMO energy is -9.667 eV. The LUMO energy is -0.4 eV.

```
! RIJCOSX wB97M-V def2-TZVPD def2/J DEFGRID3
* xyz 0 1
C -1.06 -0.49 1.19
C -0.41 -0.72 -0.15
N -0.77 0.18 -1.20
C 0.91 -0.10 -0.48
C 1.25 1.35 -0.19
O 2.03 1.93 -1.27
H -1.13 0.58 1.43
H -0.51 -1.01 1.98
H -2.09 -0.85 1.16
H -0.37 -1.78 -0.45
H -0.59 -0.21 -2.13
H 1.80 -0.79 -0.62
H 1.08 1.87 0.83
*
```



(5)
An isolated molecule of C4H7NO, computed with wB97M-V/def2-TZVPD.

The total energy comes out at -286.5953 Ha. Its strongest force on any atom is 0.44 eV/Å. As for the molar mass: 85.11 g mol⁻¹. As for the SMILES: C[C@H]1CN=CO1. The energy relative to the best compared isomer or geometry (same formula, charge and spin) comes out at 22.8 kcal per mole. The HOMO energy is -9.634 eV. The LUMO energy is 1.0 eV.

```
! RIJCOSX wB97M-V def2-TZVPD def2/J DEFGRID3
* xyz 0 1
C 1.41 0.60 0.21
C 0.33 -0.09 -0.61
C -0.44 -1.17 0.16
N -1.59 -0.47 0.73
C -1.66 0.61 0.07
O -0.72 0.89 -0.86
H 1.94 1.35 -0.38
H 0.96 1.10 1.07
H 2.14 -0.13 0.58
H 0.70 -0.42 -1.58
H -0.81 -1.96 -0.51
H 0.18 -1.65 0.93
H -2.43 1.36 0.19
*
```



(6)
An isolated molecule of C4H7NO at a distorted geometry, computed with wB97M-V/def2-TZVPD.

The total energy comes out at -286.5871 Ha. Its strongest force on any atom is 1.58 eV/Å. As for the molar mass: 85.11 g mol⁻¹. As for the SMILES: CN1CCC1=O. The energy relative to the best compared isomer or geometry (same formula, charge and spin) comes out at 27.9 kcal per mole. The HOMO energy is -9.445 eV. The LUMO energy is 0.9 eV.

```
! RIJCOSX wB97M-V def2-TZVPD def2/J DEFGRID3
* xyz 0 1
C -0.92 -0.09 1.73
N -0.50 0.07 0.34
C -0.66 1.18 -0.62
C 0.41 0.45 -1.50
C 0.58 -0.47 -0.28
O 1.35 -1.35 0.08
H -0.07 0.17 2.45
H -1.20 -1.15 1.94
H -1.82 0.48 2.03
H -0.37 2.16 -0.18
H -1.64 1.35 -1.09
H -0.06 -0.06 -2.34
H 1.34 0.96 -1.81
*
```



- Among the records above, which one has the lowest energy relative to the best compared isomer or geometry (same formula, charge and spin)?
  number 5